Computed, not measured: a cluster of 2 separate species, C3H6N2O2 in total, with the ωB97M-V functional and the def2-TZVPD basis.

E: -377.8884 Eh
Maximum force: 0.55 eV Å⁻¹
Frontier orbital gap: 10.581 eV
Structure (SMILES): O=C1COC=N1.N
Energy above the lowest of the compared OMol25 structures with the same formula, charge and spin: 44.53 kcal per mole

Last column: Löwdin charge in e.
Cartesian coordinates (Å):
O 0.474896 -1.914242 -0.496240  0.0841
C -0.131253 -0.891046 -0.332834  -0.5052
C -0.909899 -0.446596 0.906450  -0.0669
O -1.965402 0.343576 0.330634  -0.0224
C -1.545363 0.593752 -0.922241  -0.1934
N -0.488529 0.036541 -1.369201  0.1452
H -0.315651 0.212546 1.542572  0.1222
H -1.311914 -1.277497 1.482646  0.1344
H -2.186201 1.266273 -1.482711  0.1402
N 1.875373 0.411048 0.171201  0.0460
H 2.510389 -0.295587 -0.188274  0.0449
H 2.317672 0.898439 0.938056  0.0348
H 1.675881 1.062794 -0.580056  0.0360

Cartesian forces, eV/Å:
O -0.23 0.41 0.08
C -0.06 -0.54 0.02
C 0.04 -0.16 0.12
O 0.00 0.15 -0.02
C 0.02 0.00 -0.18
N -0.42 -0.16 0.06
H 0.02 -0.25 -0.12
H -0.11 0.05 -0.16
H 0.10 0.00 0.05
N 0.36 0.26 0.04
H -0.09 0.11 0.10
H 0.19 0.12 -0.09
H 0.18 0.02 0.09